Entry 1:
This record from OMol25 describes one molecule with the formula C10H16N4S. The level of theory is wB97M-V/def2-TZVPD.

Properties
- spin multiplicity = 1
- SMILES string = [H]/N=C(\SCCNCCN)c1cccnc1
- energy relative to the best compared isomer or geometry (same formula, charge and spin) (kJ/mol) = 198.84
- gap between HOMO and LUMO (eV) = 8.4516

Structure (XYZ):
```
31
Properties=species:S:1:pos:R:3:forces:R:3
H -0.29606 0.89923 3.77048 -0.64 0.09 1.03
N -0.25301 -0.04247 3.38894 1.53 2.24 -3.27
C 0.43167 0.24029 2.26434 -1.00 -1.71 4.27
S 1.40086 1.66789 2.07521 -0.73 1.94 -0.18
C 1.44769 2.17526 0.27300 0.94 2.40 1.28
C 0.15172 2.82556 -0.34169 0.90 -4.28 0.03
N -0.84448 1.78049 -0.40272 -0.67 0.55 -0.81
C -0.82349 0.76196 -1.42004 -1.01 -2.20 1.74
C -2.23379 0.02469 -1.53471 1.81 0.31 2.25
N -2.05916 -1.12688 -2.38394 -2.04 0.05 -1.81
C 0.83203 -0.90139 1.52259 1.67 -1.68 -2.68
C -0.06018 -1.96216 1.26849 0.48 -1.23 -0.54
C 0.35616 -2.99451 0.35006 2.11 3.36 2.10
C 1.68534 -2.89165 -0.16732 -1.53 0.50 -1.16
N 2.56606 -1.88350 0.06791 -1.22 -0.27 1.49
C 2.18556 -0.93460 0.95796 -0.88 -1.33 -0.09
H 2.21359 3.06534 0.44691 -0.84 -2.19 -0.91
H 1.78360 1.24278 -0.18286 0.30 0.71 -0.73
H 0.25444 3.18142 -1.35004 0.72 0.42 -0.41
H -0.18431 3.56656 0.28881 -0.69 1.86 1.32
H -1.28398 1.58637 0.45627 -0.42 -0.53 0.88
H -0.61840 1.29279 -2.31258 0.49 0.09 -1.34
H -0.10249 -0.15291 -1.23996 -0.76 1.77 -0.43
H -2.47550 -0.34997 -0.53733 0.26 -0.06 0.38
H -3.05259 0.69095 -1.68897 -0.47 0.83 -1.02
H -1.51982 -0.70820 -3.16301 -0.75 -1.09 -0.13
H -3.05784 -1.41952 -2.72673 2.72 0.61 0.41
H -1.04752 -2.07313 1.82759 1.40 0.62 -1.04
H -0.34722 -3.74211 0.17686 -0.57 -1.43 -0.70
H 1.94002 -3.55808 -1.01093 0.19 0.18 0.76
H 3.01108 -0.26052 1.32737 -1.30 -0.53 -0.68
```
Positions in Å, forces in eV/Å.

***

Entry 2:
This record from OMol25 describes a 3-piece molecular cluster, CHN5O overall. The level of theory is wB97M-V/def2-TZVPD.

Properties
- spin multiplicity = 1
- SMILES string = N=C=O.N#N.N#N
- energy relative to the best compared isomer or geometry (same formula, charge and spin) (kJ/mol) = 104.82
- gap between HOMO and LUMO (eV) = 11.6282

Structure (XYZ):
```
8
Properties=species:S:1:pos:R:3:forces:R:3
N -0.51461 -0.22555 -0.27001 1.94 0.76 -1.60
C -1.04095 0.31635 0.64512 1.55 1.89 -0.04
O -1.32106 1.07013 1.46750 -0.84 0.81 1.33
H -0.62205 -1.10138 -0.67550 -0.10 -1.02 -0.57
N -2.31565 -1.26958 0.76014 -2.21 -2.51 0.64
N -2.21188 -2.33407 0.53865 -0.32 0.05 0.25
N -3.86006 0.65938 -1.28990 -0.70 0.14 0.52
N -4.72037 0.82650 -0.63327 0.69 -0.12 -0.53
```
Positions in Å, forces in eV/Å.

***

Entry 3:
This record from OMol25 describes Br5Hf as an isolated structure. The level of theory is wB97M-V/def2-TZVPD.

Properties
- charge = -1
- spin multiplicity = 1
- energy relative to the best compared isomer or geometry (same formula, charge and spin) (kJ/mol) = 244.54
- gap between HOMO and LUMO (eV) = 7.3653

Structure (XYZ):
```
6
Properties=species:S:1:pos:R:3:forces:R:3
Hf -0.49610 -0.28226 -0.14379 4.16 2.12 1.17
Br -1.35801 0.23557 2.62037 0.41 -0.78 -2.20
Br 2.05125 0.82462 0.38085 -2.22 -0.82 -0.35
Br 0.55980 -0.56795 -2.88711 -1.35 0.12 1.98
Br 0.76349 -2.72680 0.47935 -1.49 1.66 -0.49
Br -1.52043 2.51683 -0.44967 0.49 -2.30 -0.10
```
Positions in Å, forces in eV/Å.

***

| no. | E_HOMO (Ha) |
| --- | --- |
| 1 | -0.3117 |
| 2 | -0.4066 |
| 3 | -0.2325 |